Record 1
68
Properties=species:S:1:pos:R:3:forces:R:3:lowdin_charge:R:1 method="wB97M-V/def2-TZVPD" e_lumo_ev=5.11 e_tot_ha=-2139.13649 e_above_lowest_kj_mol=0.00 homo_ev=0.3 charge=-2 spin_multiplicity=1
Pd -0.530435 -0.728165 0.945387 1.22 -0.30 0.33 0.230
C -0.801534 -1.817827 -2.696406 -1.07 1.04 -0.30 -0.146
C -2.204222 -1.804206 -1.979173 1.55 -0.46 0.00 -0.543
C -2.378163 -3.190392 -1.318274 0.07 0.64 -0.45 -0.146
P -2.050834 -0.558002 -0.619383 0.04 1.05 -0.12 0.889
C -3.812856 -0.359200 0.032545 -0.07 0.91 -1.53 -0.544
C -4.907711 -0.163071 -1.067061 -0.05 0.44 0.94 -0.128
C -4.128991 -1.395269 1.051987 0.09 -0.82 1.45 -0.174
C -1.775849 1.100082 -1.492039 -0.53 0.57 -0.57 -0.243
C -2.393843 1.461830 -2.695693 0.58 -0.10 0.58 -0.144
C -2.085506 2.667147 -3.382811 -1.10 -1.79 -0.42 -0.172
C -1.100466 3.465254 -2.892652 0.62 -0.37 0.98 -0.157
C -0.489370 3.179373 -1.668659 0.28 0.70 -0.72 -0.077
C -0.805080 2.058158 -0.899280 -1.52 -2.04 -0.01 -0.355
N -0.279361 1.645205 0.242540 1.45 1.09 0.73 -0.012
C 0.743870 2.291596 0.937971 -0.56 -1.02 -0.42 -0.301
C 0.753080 3.640758 1.309282 -0.80 0.73 -0.32 -0.071
C 1.576515 4.151989 2.287395 0.33 -0.51 0.39 -0.141
C 2.494510 3.319969 2.945604 -0.39 0.40 -1.27 -0.127
C 2.616681 2.011815 2.444439 0.33 -0.08 0.23 -0.107
C 1.796603 1.468392 1.447223 -0.03 0.65 0.82 -0.275
P 1.792513 -0.303380 0.924799 0.48 -0.17 -0.71 1.016
C 2.859092 -0.116302 -0.657621 0.78 -0.18 -0.18 -0.538
C 3.230727 -1.505820 -1.191152 -1.57 -1.01 0.71 -0.155
C 2.037417 0.568259 -1.736838 -0.92 1.29 -0.18 -0.152
C 2.996253 -1.138458 2.166139 0.58 1.47 -1.08 -0.536
C 2.755342 -2.600398 2.278413 -0.68 -1.09 -2.63 -0.175
C 4.537429 -0.914476 2.052511 -0.73 0.15 0.54 -0.116
H -0.693124 -2.652307 -3.392951 -0.17 0.01 -0.15 0.055
H -0.042369 -1.904736 -1.938717 0.34 -0.17 0.49 0.018
H -0.596383 -0.844888 -3.207521 -0.25 -0.77 0.19 0.069
H -3.002487 -1.580873 -2.647843 -0.62 0.15 -0.83 0.062
H -1.786038 -3.125476 -0.421689 0.44 -0.36 0.61 0.034
H -1.941314 -3.952174 -1.977886 -0.43 -0.12 0.16 0.060
H -3.398817 -3.406910 -0.999348 -0.02 -0.14 -0.32 0.049
H -3.693065 0.595946 0.594100 -0.13 -0.39 -0.43 0.111
H -5.102216 -1.056890 -1.676150 0.31 0.11 0.10 0.058
H -4.619098 0.687204 -1.701613 -0.22 -0.38 0.05 0.040
H -5.880424 0.096216 -0.589028 0.43 -0.11 -0.20 0.061
H -4.345627 -2.424026 0.677847 0.06 0.78 0.07 0.065
H -4.968985 -1.043196 1.678331 0.01 -0.34 -0.22 0.068
H -3.251177 -1.466002 1.736238 -0.57 -0.17 -0.42 0.038
H -3.071415 0.745071 -3.170964 0.11 0.26 0.10 0.080
H -2.541115 2.799969 -4.359907 0.09 0.29 0.03 0.067
H -0.725730 4.233498 -3.524236 0.27 0.93 -0.19 0.072
H 0.329704 3.787954 -1.331156 0.22 0.33 0.06 0.078
H 0.004170 4.329603 0.901053 0.14 -0.46 -0.01 0.101
H 1.440074 5.196565 2.544107 0.20 0.03 0.19 0.080
H 3.151233 3.774446 3.676822 0.11 -0.43 0.18 0.071
H 3.398647 1.386947 2.870417 -0.17 0.06 0.00 0.066
H 3.829534 0.433296 -0.474692 -0.95 -0.28 0.04 0.106
H 2.319785 -2.115722 -1.462639 0.61 0.89 -0.01 0.084
H 3.672199 -2.138453 -0.439066 0.51 -0.12 0.50 0.027
H 3.901468 -1.494379 -2.022388 0.43 0.25 -0.80 0.051
H 1.059496 0.083521 -1.814219 0.05 -0.19 0.12 0.033
H 2.453306 0.544472 -2.765873 0.26 0.00 0.59 0.077
H 1.744370 1.624116 -1.492506 0.63 -0.79 -0.21 0.069
H 2.600657 -0.667683 3.054616 0.11 0.11 0.56 0.074
H 3.390448 -3.166994 1.534704 -0.43 0.45 0.74 0.078
H 1.715948 -2.842776 2.004257 0.21 -0.02 0.44 0.055
H 2.983913 -2.922101 3.250401 0.26 -0.74 1.41 0.050
H 4.932598 -0.939901 1.033089 -0.16 -0.12 0.11 0.054
H 5.014147 -1.687223 2.662115 0.18 -0.16 -0.20 0.059
H 4.836962 0.014608 2.519008 0.12 0.44 -0.14 0.041
F -1.434640 -0.219177 3.773108 -0.01 -0.23 -0.16 -0.110
C -0.800103 -1.237423 2.994584 -0.43 0.44 0.77 -0.567
F 0.272163 -1.540727 3.851951 0.64 0.10 -0.01 -0.093
F -1.602507 -2.338255 3.284453 -0.55 -0.36 -0.03 -0.090

Record 2
76
Properties=species:S:1:pos:R:3:forces:R:3:lowdin_charge:R:1 method="wB97M-V/def2-TZVPD" e_lumo_ev=-10.58 e_tot_ha=-2581.80954 homo_ev=-15.0 charge=+3 spin_multiplicity=1
Mo -0.762902 -0.464322 -1.343525 -0.34 0.31 0.24 1.286
N -2.838464 -2.610781 0.471917 -0.03 -0.04 0.00 0.070
N -3.593065 -3.115506 -0.590894 0.08 -0.02 0.09 0.035
C -3.350672 -2.797216 -1.859601 0.00 0.12 -0.10 -0.331
N -4.129622 -3.312095 -2.789107 -0.03 -0.07 0.00 0.269
N -2.295555 -1.947445 -2.119818 -0.07 0.00 -0.18 -0.002
N -2.019226 -1.648150 -3.392908 -0.21 -0.25 0.25 -0.380
O -1.018070 -0.842452 -3.408149 0.37 0.05 0.11 -0.208
O -2.553545 -2.008806 -4.386251 -0.05 -0.04 -0.17 0.205
H -2.339656 -3.377945 0.916267 -0.02 -0.01 -0.03 0.109
H -3.486148 -2.228677 1.157018 0.00 0.01 -0.04 0.119
H -4.347051 -3.764551 -0.398321 0.00 0.00 0.01 0.184
H -4.888896 -3.929317 -2.534430 -0.01 0.00 0.00 0.161
H -3.993840 -3.124721 -3.770925 0.03 0.02 0.01 0.124
C 0.201189 1.491674 -4.589176 0.03 0.04 0.02 -0.157
Si 0.885228 0.954611 -2.968905 0.18 -0.15 0.09 0.662
C 1.525768 2.357088 -1.915631 0.01 0.01 -0.11 -0.185
C 2.051253 -0.510118 -2.888498 -0.17 0.02 -0.08 -0.314
C 3.299089 -0.181376 -3.427560 0.04 0.05 -0.04 -0.076
C 4.367391 -1.067328 -3.408145 -0.01 -0.08 0.05 -0.014
C 4.214269 -2.302112 -2.797506 -0.01 0.11 -0.05 -0.014
C 2.996588 -2.631407 -2.218291 0.06 -0.02 0.00 -0.087
C 1.884474 -1.771959 -2.269519 0.16 -0.22 0.09 -0.297
Si 0.472738 -2.775756 -1.513813 0.05 0.19 -0.02 0.635
C 0.896208 -3.534383 0.127268 -0.01 -0.05 -0.03 -0.170
C -0.227203 -4.040223 -2.683611 0.05 0.03 -0.01 -0.161
H 0.997644 2.079053 -5.063896 -0.02 -0.01 0.00 0.069
H -0.648465 2.167540 -4.468125 0.00 -0.02 0.00 0.058
H -0.062660 0.675063 -5.254873 -0.01 -0.01 0.01 0.047
H 1.551753 3.247857 -2.551579 -0.01 0.00 0.05 0.062
H 2.546298 2.125078 -1.600715 -0.02 0.01 -0.01 0.053
H 0.943583 2.606273 -1.032492 0.00 -0.03 0.01 -0.030
H 3.456571 0.791846 -3.888230 -0.01 -0.03 0.01 0.121
H 5.310916 -0.789495 -3.858505 0.00 0.00 0.00 0.132
H 5.035532 -3.005950 -2.765253 -0.01 0.01 0.00 0.132
H 2.928839 -3.604462 -1.736982 -0.02 0.06 -0.01 0.105
H 1.525093 -4.414396 -0.040382 -0.04 0.02 -0.01 0.061
H 0.008640 -3.894200 0.652404 0.00 0.02 -0.01 0.032
H 1.439626 -2.855288 0.781633 0.00 -0.01 0.00 0.040
H 0.530177 -4.827685 -2.771216 0.01 0.04 0.01 0.069
H -0.392745 -3.670426 -3.696613 -0.03 -0.01 0.02 0.047
H -1.126270 -4.532569 -2.305716 0.02 0.01 -0.01 0.041
I -1.943165 2.263020 -0.269512 0.23 -0.02 0.16 1.053
C -2.593230 0.467778 -1.125828 -0.28 -0.16 -0.18 -0.808
H -2.971105 0.687805 -2.128114 -0.07 0.03 0.01 0.011
H -3.352158 -0.028633 -0.528875 -0.04 0.06 0.03 -0.008
C 0.147616 6.102272 2.408625 -0.03 -0.03 -0.03 -0.035
C 0.100426 4.828250 3.205592 0.05 0.05 -0.02 -0.269
C -1.002563 3.984870 3.170106 -0.11 -0.07 -0.01 -0.063
C -1.072908 2.836351 3.951380 -0.07 0.08 0.00 -0.031
C -0.008425 2.500683 4.774539 0.01 -0.06 -0.07 -0.268
N -0.023385 1.340141 5.603561 0.19 0.02 0.04 0.150
C -0.638620 0.151850 5.379168 -0.31 0.16 0.04 -0.498
O -1.008419 -0.616667 6.224469 0.14 -0.04 -0.04 0.139
N -0.927319 -0.167065 4.007832 0.03 -0.18 0.00 0.149
C -0.109701 -0.103405 2.918885 0.04 0.03 0.00 -0.194
C 1.192374 0.430573 2.926731 0.00 -0.01 0.02 0.072
C 1.921805 0.475057 1.755725 -0.01 0.01 0.07 0.022
C 1.376841 -0.004361 0.581622 -0.05 -0.04 0.01 -0.145
N 0.134888 -0.533000 0.566547 0.22 -0.04 -0.23 -0.177
C -0.580675 -0.599470 1.701346 -0.01 0.10 -0.08 -0.082
C 1.105553 3.332907 4.824924 0.07 0.02 -0.02 -0.015
C 1.150389 4.482347 4.054731 0.09 -0.01 0.06 -0.018
H -0.694425 6.175187 1.720841 0.00 0.00 0.01 0.076
H 1.070478 6.177034 1.832611 0.01 0.01 0.02 0.086
H 0.107935 6.968795 3.069194 0.01 0.01 0.01 0.098
H -1.860918 4.264457 2.566610 0.01 -0.01 0.03 0.099
H -1.976981 2.241347 3.955344 0.02 0.00 0.00 0.118
H 0.246163 1.462176 6.571421 -0.07 0.01 0.00 0.175
H -1.655301 -0.867544 3.991453 0.01 0.00 -0.01 0.156
H 1.631700 0.778781 3.848379 -0.01 0.02 0.04 0.128
H 2.929849 0.867001 1.756537 -0.01 0.00 -0.01 0.139
H 1.934516 -0.017000 -0.345698 0.01 0.00 0.03 0.091
H -1.571822 -1.017698 1.619628 0.00 0.00 0.00 0.091
H 1.930901 3.089091 5.485680 -0.03 0.01 -0.02 0.128
H 2.014877 5.132103 4.127204 -0.02 -0.01 0.00 0.129

Record 3
71
Properties=species:S:1:pos:R:3:forces:R:3:lowdin_charge:R:1 method="wB97M-V/def2-TZVPD" e_lumo_ev=0.34 e_tot_ha=-2331.60878 homo_ev=-8.1 smiles="CCN(C(=O)COC(=O)c1ccccc1SCC(=O)NC1CCCCCCC1)[C@@H]1CCS(=O)(=O)C1" spin_multiplicity=1
C 1.578713 4.833627 -3.106561 -0.17 0.14 0.14 -0.054
H 2.210042 4.242278 -2.448409 0.09 -0.02 0.06 0.067
H 2.125364 5.714449 -3.432226 0.08 0.07 -0.12 0.078
H 1.349080 4.228522 -3.978973 0.00 -0.08 -0.14 0.073
C 0.297116 5.247335 -2.382753 0.36 0.10 -0.09 -0.196
N -0.329745 4.141114 -1.683253 -0.18 -0.02 -0.12 -0.027
C -0.049572 3.811997 -0.400392 -0.05 0.61 0.01 -0.425
O -0.605368 2.904163 0.183725 -0.08 -0.26 0.06 0.093
C 1.005371 4.636115 0.363664 -0.01 -0.12 -0.21 -0.046
H 1.741916 5.098015 -0.296298 -0.14 0.01 0.06 0.123
H 0.524966 5.383775 0.997521 0.05 -0.05 -0.11 0.148
O 1.673002 3.749635 1.249103 0.04 0.02 0.26 0.027
C 2.156730 2.656234 0.637972 -0.01 0.17 -0.51 -0.439
O 2.104478 2.532910 -0.574248 0.18 0.48 0.50 -0.016
C 2.724200 1.654408 1.527636 0.11 -0.31 0.25 -0.137
C 2.956689 1.939633 2.873798 -0.03 -0.02 -0.16 -0.009
C 3.491318 0.982400 3.706606 0.04 -0.04 0.08 -0.072
C 3.793953 -0.273278 3.193039 -0.04 0.14 0.05 -0.054
C 3.562818 -0.575841 1.866847 0.03 -0.02 -0.04 -0.064
C 3.019213 0.378480 1.008102 0.00 0.16 0.01 -0.399
S 2.686387 0.069748 -0.683416 0.12 -0.74 -0.66 1.053
C 2.953816 -1.732610 -0.859203 0.12 0.47 0.43 -0.335
C 2.028299 -2.571627 0.014681 0.16 0.19 -0.35 -0.568
O 2.471771 -3.377735 0.813577 0.22 -0.33 0.28 0.037
N 0.730946 -2.331967 -0.184824 -0.32 0.06 -0.06 0.085
H 0.423331 -1.661759 -0.881694 0.24 0.02 0.13 0.078
C -0.325958 -2.989959 0.562272 0.00 0.03 0.02 -0.300
C -1.117659 -1.884781 1.274429 -0.12 -0.15 0.07 -0.139
H -0.457735 -1.436705 2.022453 0.04 0.06 -0.04 0.124
H -1.345181 -1.115811 0.531498 0.06 0.08 0.02 0.097
C -2.420485 -2.320549 1.944689 0.22 0.03 0.09 -0.184
H -3.176444 -2.490944 1.180576 -0.12 0.04 -0.06 0.096
C -2.270502 -3.578223 2.811024 -0.24 0.00 -0.02 -0.193
H -2.546770 -3.355515 3.844027 0.11 -0.02 0.02 0.106
C -3.131708 -4.753563 2.343317 0.04 0.06 -0.07 -0.211
C -3.099010 -5.058836 0.842605 0.08 -0.17 0.19 -0.216
H -3.614432 -6.013581 0.707237 -0.07 0.06 -0.04 0.104
C -1.708274 -5.164356 0.208436 -0.31 0.14 -0.16 -0.184
C -1.147405 -3.867865 -0.392837 0.24 -0.21 0.19 -0.129
H -1.946049 -3.275402 -0.840856 -0.10 0.03 -0.12 0.117
H -0.471427 -4.151483 -1.203072 -0.04 0.06 0.01 0.117
H -0.999937 -5.568638 0.933111 0.11 -0.10 0.02 0.116
H -1.778103 -5.889124 -0.606202 0.06 -0.03 0.05 0.105
H -3.680691 -4.315877 0.294173 -0.06 -0.01 -0.06 0.098
H -4.173179 -4.564617 2.618469 -0.02 -0.05 0.08 0.108
H -2.810324 -5.644182 2.889106 -0.08 -0.05 0.03 0.108
H -1.226669 -3.885182 2.828239 0.11 -0.03 0.08 0.100
H -2.774352 -1.486417 2.554412 -0.08 0.00 -0.07 0.108
H 0.190719 -3.629612 1.285264 -0.12 0.08 -0.10 0.133
H 2.733612 -1.915657 -1.911230 0.04 0.04 -0.03 0.085
H 3.996126 -1.980011 -0.661450 -0.12 -0.15 0.00 0.086
H 3.799588 -1.565187 1.516090 -0.02 -0.11 -0.06 0.089
H 4.215354 -1.031455 3.835867 0.03 -0.08 0.06 0.111
H 3.674165 1.203668 4.746765 0.01 0.03 0.08 0.103
H 2.712981 2.924160 3.240728 -0.02 0.06 0.06 0.119
C -1.026244 3.166970 -2.529624 -0.24 0.34 0.14 -0.269
C -0.183412 1.911073 -2.744186 -0.46 -0.54 0.22 -0.138
H 0.266815 1.856041 -3.729037 -0.01 -0.14 -0.12 0.114
H 0.579489 1.791209 -1.979296 0.00 -0.05 0.06 0.072
S -1.347686 0.535646 -2.562041 0.06 -0.15 0.17 0.697
O -0.712760 -0.619055 -1.974758 0.06 0.10 0.18 -0.332
O -2.032247 0.317772 -3.807966 -0.22 0.35 -0.24 -0.302
C -2.443972 1.392796 -1.408494 0.56 -0.21 -0.39 -0.206
C -2.435844 2.787239 -1.995933 -0.22 0.34 -0.03 -0.156
H -2.752498 3.526547 -1.260609 -0.02 -0.05 -0.05 0.127
H -3.130709 2.811162 -2.836729 -0.02 0.06 0.04 0.118
H -1.976108 1.355847 -0.430457 0.01 -0.05 0.01 0.086
H -3.426025 0.934061 -1.405151 -0.02 -0.23 -0.14 0.113
H -1.171654 3.673041 -3.487035 0.05 -0.06 0.13 0.147
H 0.496287 6.047309 -1.668844 -0.05 0.00 -0.08 0.114
H -0.428516 5.638028 -3.103004 0.04 0.05 0.16 0.124